# 1
15
Properties=species:S:1:pos:R:3 method="wB97M-V/def2-TZVPD" orbital_gap_ev=8.48 total_charge=+1 de_lowest_kj_mol=297.0
C 1.06994 -2.94988 -0.85454
N 0.75700 -2.21618 0.16972
H 0.33266 -3.68007 -1.18642
H 2.04974 -2.90054 -1.38176
H 1.48307 -1.50748 0.39643
C -0.22868 1.22617 0.90560
C -0.29461 2.28509 1.72627
C -0.69311 0.44690 -1.33542
N -0.75952 1.35398 -0.41011
H 0.21692 0.25273 1.11187
H -0.69941 3.24259 1.42090
H 0.09125 2.19818 2.77692
H -1.12120 0.66467 -2.30853
H -0.24176 -0.53348 -1.17307
H -1.21483 2.24912 -0.62511

# 2
26
Properties=species:S:1:pos:R:3 method="wB97M-V/def2-TZVPD" orbital_gap_ev="3.97 / 8.00" de_lowest_kj_mol=608.4
C 1.29341 0.20576 1.12990
C 0.52105 -2.08843 0.41551
C 1.58335 -0.51665 -1.28811
C -3.41900 -1.32513 0.19978
C -0.04724 3.07032 -0.26634
C 0.63415 -0.60764 -0.01141
N -2.65322 -0.05152 0.13638
O -0.95437 1.96509 0.08266
Si -1.02444 0.36949 -0.18076
H 1.45480 1.21276 0.99741
H 0.76220 0.18485 2.02014
H 2.37059 -0.16565 1.24234
H 0.07067 -2.07844 1.38297
H 1.39526 -2.67116 0.34796
H -0.07359 -2.74185 -0.12584
H 0.88854 -0.82205 -2.11789
H 1.89872 0.55512 -1.47170
H 2.28061 -1.28094 -1.33820
H -2.75794 -1.96610 0.73568
H -4.37687 -1.14129 0.78067
H -3.57178 -1.61340 -0.75572
H 0.94009 2.58523 -0.61063
H 0.06415 3.47497 0.75742
H -0.64508 3.78711 -0.85627
H -3.27192 0.67529 -0.19186
H 2.38444 2.15440 -1.57862

# 3
109
Properties=species:S:1:pos:R:3 method="wB97M-V/def2-TZVPD" orbital_gap_ev=7.37 total_charge=+2
Sc -0.86294 -0.77178 0.07622
O 1.20953 -1.14615 0.44803
S 1.77107 0.19812 -0.08203
C 2.94902 -0.26782 -1.30841
C 4.20017 -0.68536 -0.89377
C 5.22948 -0.99022 -1.79466
C 4.97681 -0.82584 -3.13057
C 5.86585 -1.02317 -4.32832
C 4.97629 -0.67551 -5.54812
C 3.61628 -0.40100 -4.96357
C 2.41336 -0.14582 -5.55970
C 1.28658 -0.02347 -4.73009
C 1.32832 -0.06658 -3.34593
P -0.28782 -0.31159 -2.53951
C -0.73670 -2.01364 -2.97860
C -1.55601 -2.37171 -4.04532
C -1.87077 -3.70587 -4.25285
C -1.37155 -4.68447 -3.40317
C -0.54433 -4.33454 -2.34692
C -0.22794 -3.00081 -2.13171
C -1.46320 0.82164 -3.31516
C -2.82532 0.52258 -3.23258
C -3.76638 1.43760 -3.67534
C -3.35767 2.65956 -4.19511
C -2.00629 2.96359 -4.27361
C -1.05865 2.04914 -3.83479
C 2.59243 -0.22979 -2.69716
C 3.68476 -0.45796 -3.55682
C 2.71661 0.94177 1.22903
C 3.77383 1.73166 0.82128
C 4.67359 2.32724 1.71866
C 4.51476 2.05257 3.04721
C 5.33944 2.46232 4.23723
C 4.63913 1.80345 5.45024
C 3.40557 1.16082 4.87595
C 2.36660 0.52108 5.48675
C 1.29480 0.11161 4.67818
C 1.25622 0.24020 3.30011
P -0.39180 -0.06448 2.59112
C -1.58417 0.78708 3.65325
C -2.19071 0.18660 4.75624
C -3.08684 0.90554 5.53179
C -3.38003 2.22550 5.21720
C -2.77520 2.83138 4.12524
C -1.88411 2.11318 3.34323
C -0.71121 -1.84907 2.78947
C 0.33634 -2.77129 2.87507
C 0.06329 -4.12828 2.92925
C -1.25064 -4.57845 2.89305
C -2.29638 -3.67318 2.79454
C -2.03065 -2.31408 2.73772
C 2.39488 0.78724 2.62141
C 3.40073 1.29875 3.47115
H 4.40369 -0.74989 0.16684
H 6.19233 -1.31656 -1.42584
H 6.22004 -2.05435 -4.36778
H 6.75172 -0.39052 -4.26711
H 4.93603 -1.48621 -6.27538
H 5.34586 0.20354 -6.07804
H 2.30046 -0.09354 -6.63421
H 0.31972 0.07585 -5.21108
H -1.95340 -1.61337 -4.70826
H -2.50934 -3.98399 -5.08064
H -1.62735 -5.72225 -3.56872
H -0.14435 -5.09578 -1.69038
H 0.46411 -2.74563 -1.32976
H -3.15221 -0.42702 -2.82313
H -4.81944 1.19294 -3.61882
H -4.09333 3.37047 -4.54720
H -1.68565 3.91076 -4.68659
H -0.00506 2.29139 -3.90858
H 3.95094 1.86884 -0.23729
H 5.48457 2.93665 1.34415
H 5.35976 3.54975 4.32393
H 6.37452 2.13784 4.12947
H 4.38481 2.52548 6.22580
H 5.27249 1.04894 5.91915
H 2.32336 0.37726 6.55792
H 0.42598 -0.30092 5.17782
H -1.97416 -0.84372 5.00919
H -3.55586 0.43315 6.38446
H -4.08020 2.78321 5.82455
H -2.99891 3.86178 3.88257
H -1.41156 2.59405 2.49547
H 1.36061 -2.42310 2.90687
H 0.87683 -4.83673 3.00977
H -1.45830 -5.63909 2.94283
H -3.32055 -4.01857 2.75774
H -2.85559 -1.61375 2.66523
C -0.73704 2.77802 -0.22773
C -2.13836 2.25640 -0.16686
C -3.23303 3.13896 -0.19794
C -4.51131 2.65758 -0.14016
C -4.73447 1.26851 -0.08051
C -6.00618 0.63437 -0.06424
Br -7.57680 1.67606 -0.06336
C -6.10559 -0.72616 -0.06046
C -4.94601 -1.53203 -0.07898
Br -5.11081 -3.40183 -0.11711
C -3.69500 -0.97007 -0.08752
O -2.55356 -1.65871 -0.13856
C -3.59528 0.44744 -0.07202
N -2.31759 0.94453 -0.08877
H -0.71873 3.86477 -0.18122
H -0.26339 2.47059 -1.16271
H -0.13908 2.38562 0.59849
H -3.04783 4.20192 -0.26427
H -5.35611 3.33341 -0.15413
H -7.07475 -1.20458 -0.05166

# 4
111
Properties=species:S:1:pos:R:3 method="wB97M-V/def2-TZVPD" orbital_gap_ev="7.31 / 2.51" multiplicity=2
Cl 6.19256 -0.64406 -8.65584
O 6.79610 -1.84175 -8.21136
O 5.13476 -0.24693 -7.82283
O 7.13405 0.41330 -8.78192
O 5.62815 -0.97961 -9.91755
C 6.61177 1.42210 -12.22450
C 7.55760 2.12938 -13.18938
N 7.03756 3.37789 -13.67916
C 8.02679 3.83640 -14.66670
C 8.21673 2.81632 -15.85718
C 6.76147 4.37029 -12.58504
C 7.86420 4.50101 -11.48687
H 6.92712 0.41827 -11.93991
H 5.62585 1.21775 -12.64202
H 6.47897 1.98154 -11.29849
H 8.54922 2.21797 -12.74561
H 7.41120 1.46781 -14.04318
H 7.72922 4.81491 -15.04361
H 8.98166 3.92682 -14.14888
H 7.23188 2.53461 -16.22976
H 8.63999 3.23744 -16.76911
H 8.79186 1.92632 -15.60176
H 5.80859 4.10451 -12.12733
H 6.51926 5.30172 -13.09676
H 8.78114 4.89800 -11.92244
H 8.07756 3.51863 -11.06554
H 7.43504 5.11489 -10.69499
C -0.09723 0.44507 -9.27630
O 0.44236 -0.00808 -10.28292
N 0.48693 0.40168 -8.08312
C -0.14522 0.92631 -6.90044
C 1.85412 -0.09895 -7.86814
H -1.01883 1.04567 -9.32250
H -1.21783 1.09137 -7.00219
H 0.25623 1.89406 -6.59978
H -0.02533 0.33174 -5.99478
H 2.36708 -0.42261 -8.77379
H 2.48076 0.65543 -7.39240
H 1.90310 -0.94798 -7.18635
C 5.76673 -6.71186 -9.71653
O 6.02313 -6.64964 -8.51581
N 6.26195 -5.86069 -10.65408
C 6.22433 -6.17936 -12.09730
C 6.97971 -4.70397 -10.22146
H 5.14065 -7.51834 -10.12860
H 5.59924 -7.03769 -12.34355
H 7.16070 -6.29865 -12.64238
H 5.63769 -5.37955 -12.54925
H 7.96131 -5.00466 -9.85519
H 6.88609 -3.97404 -11.02554
H 6.48579 -4.26327 -9.35548
C 4.46761 -1.45224 -12.83399
O 3.36712 -0.99870 -12.44060
N 4.59805 -2.43465 -13.72034
C 5.97839 -2.84944 -14.17189
C 3.51830 -2.95324 -14.52532
H 5.48209 -1.15078 -12.53039
H 6.79455 -2.49928 -13.53992
H 6.15552 -2.43263 -15.16336
H 6.04859 -3.93715 -14.17776
H 2.50472 -2.77470 -14.16631
H 3.70212 -2.67961 -15.56428
H 3.59112 -4.04077 -14.51729
C 3.36043 1.79423 -10.43756
O 2.47126 1.39320 -11.21513
N 3.19366 2.91418 -9.70337
C 4.25571 3.48191 -8.83793
C 1.99560 3.74082 -9.83945
H 4.34263 1.34246 -10.22927
H 5.18258 2.91045 -8.78843
H 3.80832 3.72925 -7.87525
H 4.54930 4.43666 -9.27425
H 2.24039 4.56285 -10.51210
H 1.14849 3.25585 -10.32453
H 1.62901 4.07335 -8.86830
C 6.32285 -0.09116 -4.50189
O 5.48446 0.48285 -3.73279
N 7.66464 0.09391 -4.44077
C 8.55020 -0.53028 -5.41633
C 8.28934 1.08094 -3.55283
H 6.01429 -0.78385 -5.30011
H 9.56473 -0.67289 -5.04419
H 8.79859 0.09863 -6.27124
H 8.21793 -1.42640 -5.94041
H 7.64399 1.60129 -2.84511
H 9.05540 0.63151 -2.92096
H 8.69573 1.86393 -4.19303
C 9.48054 -0.65971 -13.48075
O 9.11940 -1.47518 -14.35169
N 9.57407 -0.87360 -12.14214
C 10.21862 0.09746 -11.28676
C 9.05328 -2.12056 -11.60325
H 9.70313 0.37550 -13.78239
H 10.35355 1.07443 -11.75089
H 11.19796 -0.26252 -10.97146
H 9.56521 0.26483 -10.43052
H 9.90022 -2.73152 -11.29100
H 8.49004 -1.88208 -10.70102
H 8.43656 -2.64103 -12.33597
C 12.26476 -1.55562 -7.95920
O 11.71170 -0.92883 -7.04805
N 11.53353 -2.22060 -8.84671
C 12.11403 -2.88237 -9.97472
C 10.07550 -2.21964 -8.71653
H 13.35061 -1.61299 -8.13196
H 11.62258 -3.85026 -10.07361
H 13.17281 -3.07423 -9.80079
H 11.97499 -2.26251 -10.86046
H 9.58956 -3.16718 -8.94921
H 9.72162 -2.07223 -7.69616
H 9.64488 -1.38736 -9.27329

# 5
64
Properties=species:S:1:pos:R:3 method="wB97M-V/def2-TZVPD" orbital_gap_ev=9.22 de_lowest_kj_mol=107.6 smiles=COc1cccc(C[C@@]2(CO)CCCN(Cc3cn[nH]c3C3CCCCC3)C2)c1
C 4.48248 3.90557 -1.06139
O 4.41321 2.57663 -0.60749
C 3.34441 2.20205 0.14969
C 2.30880 3.04065 0.54149
C 1.29054 2.53419 1.33289
C 1.28240 1.21000 1.72169
C 2.30355 0.35226 1.31973
C 2.28151 -1.09679 1.71313
C 1.53899 -2.01295 0.70860
C 2.20246 -1.95778 -0.68103
O 3.49357 -2.51408 -0.72132
C 1.55587 -3.44768 1.25653
C 0.64946 -4.36962 0.44649
C -0.74662 -3.77240 0.30656
N -0.65462 -2.46081 -0.29970
C -1.94866 -1.91424 -0.67071
C -1.77239 -0.69742 -1.51905
C -0.97754 -0.64200 -2.68067
N -0.99401 0.55836 -3.21856
N -1.78379 1.28538 -2.43223
C -2.28239 0.58288 -1.38484
C -3.18534 1.23859 -0.39229
C -4.56066 0.56268 -0.33456
C -5.46872 1.28916 0.65329
C -4.83508 1.32228 2.04103
C -3.46751 1.99679 1.98663
C -2.55363 1.27078 1.00481
C 0.08396 -1.55961 0.55994
C 3.33133 0.86513 0.54778
H 3.62829 4.15788 -1.69804
H 4.53718 4.61354 -0.22764
H 5.39797 3.96963 -1.64734
H 2.28806 4.07913 0.25165
H 0.49663 3.19444 1.65247
H 0.48555 0.83799 2.34762
H 3.30427 -1.46520 1.82654
H 1.78934 -1.19300 2.68399
H 1.60211 -2.53895 -1.38079
H 2.21312 -0.91708 -1.03185
H 4.07682 -1.96638 -0.18474
H 2.57702 -3.83228 1.23743
H 1.21621 -3.43307 2.29594
H 1.07314 -4.51960 -0.54562
H 0.58146 -5.34276 0.93680
H -1.35852 -4.41132 -0.33585
H -1.23211 -3.72401 1.30166
H -2.47449 -2.68074 -1.25109
H -2.56404 -1.68425 0.21750
H -0.40412 -1.43330 -3.11764
H -1.95642 2.25402 -2.65028
H -3.33501 2.27703 -0.71706
H -5.01040 0.56459 -1.32995
H -4.44400 -0.47705 -0.02642
H -6.43827 0.78906 0.69819
H -5.63695 2.31236 0.30820
H -5.48692 1.85705 2.73485
H -4.72014 0.30055 2.41036
H -3.01348 2.00083 2.97988
H -3.58899 3.03619 1.67146
H -1.58214 1.76646 0.95173
H -2.38684 0.24997 1.35068
H 0.05757 -0.56357 0.11289
H -0.38105 -1.50135 1.56415
H 4.16295 0.25039 0.23752

# 6
10
Properties=species:S:1:pos:R:3 method="wB97M-V/def2-TZVPD" orbital_gap_ev=7.34 total_charge=-1 de_lowest_kj_mol=127.6
C -0.26205 -0.44048 -0.17961
C -2.11638 -1.41123 -0.62391
C 1.48559 1.21697 0.59692
O -2.02224 -2.55054 -0.30390
O 0.58011 -1.16032 -0.66459
O 0.12518 0.80922 0.50246
S -3.24833 -0.47114 -1.25356
H 2.06364 0.36380 0.41026
H 1.70167 1.58870 1.60213
H 1.69279 2.05504 -0.08620